1.
DFT (ωB97M-V/def2-TZVPD) results for a single C9H10N2O molecule in a non-equilibrium geometry.

- HOMO energy (Eh) = -0.3452
- Kohn-Sham gap (eV) = 9.04
- multiplicity = 1
- molecular weight (g/mol) = 162.192
- ΔE to the lowest compared entry with this formula, charge and spin (kcal per mole) = 105.55

```
22
C9H10N2O ωB97M-V/def2-TZVPD
C 1.15619 1.00285 -2.45569
C 2.38201 0.42978 -2.20741
C 0.13330 0.81137 -1.59603
C 2.61236 -0.22663 -1.02747
C 0.21421 -0.03940 -0.51715
C 1.51907 -0.47595 -0.23509
C -0.57917 -0.33263 0.69223
C -0.99986 1.24894 1.48911
C -2.31505 -1.56856 1.56908
N 1.48239 -1.18917 0.94595
N 0.33884 -1.13998 1.47004
O -1.80720 -1.01721 0.38767
H 0.83555 1.72502 -3.28796
H 3.23043 0.71586 -2.84136
H -0.70946 1.54353 -1.67764
H 3.50909 -0.84144 -0.80945
H -1.45202 1.09978 2.48856
H -1.85250 1.73524 0.92997
H -0.14409 1.88975 1.31288
H -1.66470 -2.26511 2.03353
H -3.07870 -2.22033 1.18583
H -2.81072 -0.88571 2.15041
```


2.
DFT (ωB97M-V/def2-TZVPD) results for a molecular structure, C9H10N2Sr in a non-equilibrium geometry.

- HOMO energy (Eh) = 0.0533
- Kohn-Sham gap (eV) = 4.04
- multiplicity = 1
- molecular weight (g/mol) = 233.813
- total charge = -2

```
22
C9H10N2Sr ωB97M-V/def2-TZVPD
C -0.23950 1.64690 -1.02207
C 0.76965 2.07472 -0.11124
C 0.13490 2.44024 1.11287
C -1.27060 2.22965 0.96208
C -1.49948 1.73638 -0.35863
Sr -0.22386 -0.35749 1.25203
C 1.71080 -1.67251 -0.22441
C 0.58050 -2.02778 -1.01439
C 0.71290 -2.23683 -2.41052
N -0.65526 -2.03733 -0.43985
H 0.64080 2.76684 2.03027
H 1.84697 2.09123 -0.30721
H -2.02656 2.36020 1.74282
H -2.46613 1.45464 -0.78102
H -0.07455 1.29242 -2.04256
H 2.37760 -0.96173 -0.68913
H -1.36761 -2.29478 -1.12002
H 1.87572 -1.96074 0.80782
H 1.69929 -2.15237 -2.81428
H -0.11510 -2.47993 -3.03897
N -1.34492 -1.09139 4.78531
C -1.06557 -0.82034 3.68110
```


3.
DFT (ωB97M-V/def2-TZVPD) results for a gas-phase ion, C9H10N4O2 (charge +2) in a non-equilibrium geometry.

- HOMO energy (spin up / spin down) (Eh) = -0.5939 / -0.5939
- Kohn-Sham gap (spin up / spin down) (eV) = 6.55 / 6.55
- multiplicity = 1
- molecular weight (g/mol) = 206.205
- ΔE to the lowest compared entry with this formula, charge and spin (kcal per mole) = 82.02
- total charge = +2

```
25
C9H10N4O2 ωB97M-V/def2-TZVPD
C -3.40911 -1.85761 1.65791
C -3.07773 -0.52292 1.37500
C -2.69639 -2.90903 0.98937
C -2.01077 -0.28208 0.49219
C -1.70369 -2.68457 0.07226
C -1.27859 -1.31601 -0.11524
C 2.47919 1.25426 -0.84098
C 2.37016 0.10276 -1.45963
C 2.47657 2.54993 -0.31181
N 0.50752 -1.45760 -1.66534
N -0.14224 -0.99206 -0.73025
N 3.60946 3.24571 -0.10763
N 1.25593 2.96365 0.24422
O 3.67072 0.53349 -1.49803
O 1.92038 -1.05201 -1.80520
H -4.24442 -2.25405 2.15780
H -3.51545 0.36458 1.74510
H -2.99841 -3.93140 1.18929
H -1.68644 0.74821 0.51587
H -1.20107 -3.60309 -0.30755
H 0.19368 -2.20875 -2.27518
H 4.56352 2.89053 -0.20158
H 3.51531 4.18240 0.31021
H 0.42685 2.33587 0.20928
H 0.97504 3.89978 0.35990
```


4.
DFT (ωB97M-V/def2-TZVPD) results for a single C9H10N6O4 molecule in a non-equilibrium geometry.

- HOMO energy (Eh) = -0.2958
- Kohn-Sham gap (eV) = 7.20
- multiplicity = 1
- molecular weight (g/mol) = 266.217
- ΔE to the lowest compared entry with this formula, charge and spin (kcal per mole) = 6.93

```
29
C9H10N6O4 ωB97M-V/def2-TZVPD
N -1.72120 -4.83634 1.27912
C -1.26217 -3.76040 1.23568
C -0.69233 -2.43889 1.26471
C 0.67539 -2.12871 1.16707
C 1.11236 -0.81819 1.06025
N 2.45717 -0.55671 0.75884
O 3.24797 -1.51712 0.61917
O 2.85183 0.65416 0.66065
C 0.21918 0.38525 1.16394
C -1.17634 -0.03189 1.26159
N -2.25534 0.73517 0.94063
O -2.42639 1.93526 0.78989
O -3.32634 -0.21155 0.70191
N -2.91894 -1.50898 0.93508
C -1.60199 -1.36049 1.24541
H 1.40265 -2.92296 1.09033
H 0.44542 0.95534 2.07819
C 1.47596 1.06637 -2.05436
N 0.22473 0.79771 -1.32296
C -0.81182 1.61415 -1.96273
N 0.48959 1.32104 0.08494
H 1.35066 0.76067 -3.09896
H 1.68291 2.16028 -2.07194
H 2.33514 0.52048 -1.61524
H -0.85793 1.33555 -3.02434
H -1.81093 1.47332 -1.53080
H -0.54206 2.68447 -1.95064
H -0.07824 2.16312 0.13711
H 1.51106 1.52988 0.15748
```


5.
DFT (ωB97M-V/def2-TZVPD) results for 2 unconnected molecules or ions with the total composition C9H10NO3S in a non-equilibrium geometry.

- HOMO energy (spin up / spin down) (Eh) = -0.1534 / -0.0759
- Kohn-Sham gap (spin up / spin down) (eV) = 7.55 / 4.95
- multiplicity = 1
- molecular weight (g/mol) = 212.250
- ΔE to the lowest compared entry with this formula, charge and spin (kcal per mole) = 27.90
- total charge = -1

```
24
C9H10NO3S ωB97M-V/def2-TZVPD
C -3.35792 1.16603 -0.46430
C -3.36074 -0.21892 -0.43722
C -2.14487 1.80088 -0.28298
C -2.18647 -0.98710 -0.18153
C -0.96590 1.04886 -0.01063
C -0.95508 -0.39064 0.08181
C 0.29340 -1.09452 0.30036
C 0.52795 -2.55787 0.09461
C 2.75053 2.00938 0.48945
N 1.82815 -2.83490 0.46697
O 3.65003 0.54915 -1.60010
O -0.32499 -3.39165 -0.26141
O 1.22896 -0.42396 0.79697
S 3.46523 0.36905 -0.07718
H -4.15425 1.87035 -0.62208
H -4.35826 -0.57102 -0.69795
H -2.21960 2.92823 -0.42961
H -2.12609 -2.00393 -0.11843
H 0.04899 1.35538 0.20670
H 3.41014 2.90526 0.34834
H 1.82539 2.21987 0.05519
H 2.56422 2.03348 1.64248
H 2.49134 -2.02401 0.45636
H 2.06985 -3.75738 0.24419
```


6.
DFT (ωB97M-V/def2-TZVPD) results for a molecular structure, C9H10NO6Ru in a non-equilibrium geometry.

- HOMO energy (spin up / spin down) (Eh) = -0.4749 / -0.6915
- Kohn-Sham gap (spin up / spin down) (eV) = 6.11 / 7.16
- multiplicity = 6
- molecular weight (g/mol) = 329.250
- ΔE to the lowest compared entry with this formula, charge and spin (kcal per mole) = 0.00
- ⟨S²⟩ = 8.786
- total charge = +2

```
27
C9H10NO6Ru ωB97M-V/def2-TZVPD
O -3.49719 -2.27826 0.27317
C -3.31582 -1.34261 -0.38497
Ru -1.64048 1.33120 -2.51838
C 0.16768 1.91983 -2.30444
O 1.27321 2.28521 -2.19417
C -2.31201 2.30721 -3.90635
O -2.64935 2.92659 -4.83519
C -2.12836 1.92080 -0.79189
O -2.46095 2.27055 0.25512
C -0.99987 -0.40515 -2.92465
O -0.62760 -1.47763 -3.13609
H -3.09036 -0.81596 -1.36838
C 2.39073 -0.73291 2.68454
N 1.51382 -1.03273 1.56655
C 1.41492 -2.40688 1.14304
C 0.74174 -0.15176 0.91398
C 0.80752 1.32486 1.30608
O -0.01715 -0.55514 0.02101
H 2.86797 -1.65838 3.00849
H 1.84736 -0.30291 3.54013
H 3.17213 -0.00945 2.41034
H 0.37643 -2.74973 1.22153
H 1.69293 -2.48407 0.08517
H 2.07540 -3.00737 1.76717
H 0.96620 1.94142 0.41430
H -0.16537 1.62576 1.71782
H 1.59648 1.55752 2.03608
```